Entry 1:
# C6H10OSi

An isolated molecule of C6H10OSi (wB97M-V/def2-TZVPD, the Open Molecules 2025 dataset).

Computed properties:
**Spin multiplicity**: 3
**Relative energy (zero: lowest compared OMol25 entry of this formula, charge and spin)**: 0.0000 eV
**Net charge**: 0
**Orbital gap (spin up / spin down)**: 0.218 / 0.300 Eh
**<S²>**: 2.011
**Molar mass**: 126.2 g/mol
**E_tot**: -599.17042 hartree

Each line ends with the Mulliken charge.
Element x y z (Å)
1 C 0.3755 3.0265 1.3109  -0.17
2 C -0.5127 2.1734 0.6377  -0.49
3 C 1.2922 2.1689 1.7913  -0.42
4 C -0.0303 0.9088 0.6110  0.25
5 C 0.6168 -2.1107 -0.0514  -0.90
6 C -0.5978 -0.0803 -2.0526  -0.87
7 O 1.1210 0.8567 1.5578  -0.34
8 Si -0.5991 -0.6341 -0.2802  0.33
9 H 0.3788 4.1394 1.4117  0.35
10 H -1.2347 2.5084 -0.0970  0.33
11 H 2.1979 2.4426 2.3391  0.42
12 H 1.5018 -1.8571 -0.6076  0.29
13 H 0.8328 -2.1618 1.0882  0.23
14 H 0.2526 -3.1298 -0.3586  0.31
15 H 0.4833 -0.1344 -2.2803  0.28
16 H -1.3493 -0.4255 -2.8180  0.33
17 H -0.7543 0.9728 -1.8402  0.22
18 H -1.8574 -1.0504 0.3758  -0.17

=====

Entry 2:
# C6H10S

An isolated molecule of C6H10S (wB97M-V/def2-TZVPD, the Open Molecules 2025 dataset).

Computed properties:
**Relative energy (zero: lowest compared OMol25 entry of this formula, charge and spin)**: 8.9486 eV
**Net charge**: 0
**Orbital gap (spin up / spin down)**: 0.249 / 0.275 Eh
**Molar mass**: 114.2 g/mol
**E_tot**: -632.48064 hartree

Each line ends with the Mulliken charge.
Element x y z (Å)
1 C 0.4448 1.1072 -0.8761  -0.41
2 C -0.6317 -1.1013 -2.4997  -0.91
3 C 1.4347 1.3494 0.2173  -0.35
4 C -0.7772 0.2532 1.3096  -0.35
5 C -0.1775 -1.0448 1.4190  -1.11
6 C -0.0559 1.3756 0.5419  -0.33
7 S 0.2082 -0.7715 -1.0623  0.25
8 H -0.7565 -2.1142 -2.6220  0.38
9 H -1.4698 -0.5398 -2.7310  0.35
10 H 1.8878 0.5370 0.7714  0.21
11 H 1.8996 2.4065 -0.0060  0.23
12 H -1.6953 0.1982 0.6017  0.21
13 H -1.1070 0.6378 2.2818  0.43
14 H 0.7105 -1.3591 1.8828  0.40
15 H -0.8639 -1.8269 1.3260  0.37
16 H -0.4801 2.3452 0.6579  0.42
17 H 1.4296 -1.4526 -1.2121  0.19

=====

Entry 3:
# C6H10S

A cluster of 2 separate species, C6H10S in total (wB97M-V/def2-TZVPD, the Open Molecules 2025 dataset).

Computed properties:
**Relative energy (zero: lowest compared OMol25 entry of this formula, charge and spin)**: 5.2334 eV
**Net charge**: 0
**Orbital gap**: 0.308 Eh
**Molar mass**: 114.2 g/mol
**E_tot**: -632.61717 hartree

Each line ends with the Mulliken charge.
Element x y z (Å)
1 C 0.1424 0.2142 0.6830  -0.12
2 C -2.5151 -1.8805 0.5384  -0.42
3 C -1.4177 1.8722 -0.2360  -0.81
4 C 1.3676 -0.3074 0.6613  -0.14
5 C -0.2866 1.1634 -0.2972  -0.08
6 C 2.5402 0.0179 -0.2694  -1.19
7 S -1.5771 -2.3660 -0.7156  0.01
8 H -0.6548 -0.2909 1.3147  0.36
9 H -3.0070 -2.6868 1.0621  0.25
10 H -2.2368 1.6858 0.4390  0.29
11 H -1.6700 2.7363 -0.8722  0.25
12 H 1.6787 -0.9392 1.4887  0.35
13 H 0.4732 1.6052 -0.9683  0.16
14 H 2.4518 0.4518 -1.3101  0.33
15 H 3.1744 -0.9019 -0.3449  0.30
16 H 3.0431 0.8441 0.1545  0.34
17 H -1.5065 -1.2183 -1.3279  0.15

=====

Entry 4:
# C6H10S

An isolated molecule of C6H10S (wB97M-V/def2-TZVPD, the Open Molecules 2025 dataset).

Computed properties:
**Relative energy (zero: lowest compared OMol25 entry of this formula, charge and spin)**: 5.1327 eV
**Net charge**: 0
**Orbital gap (spin up / spin down)**: 0.309 / 0.310 Eh
**Molar mass**: 114.2 g/mol
**E_tot**: -632.62087 hartree

Each line ends with the Mulliken charge.
Element x y z (Å)
1 C 0.2183 1.7989 0.8986  0.01
2 C 0.3570 0.6828 1.5491  -0.73
3 C -0.5630 1.6840 -0.3008  -0.76
4 C -0.4671 0.1752 -0.4079  0.55
5 C -1.7040 -0.7425 -0.4716  -1.48
6 C 1.7050 -1.7613 -0.4567  -0.91
7 S 1.0788 -0.2456 -1.2425  -0.05
8 H 0.5525 2.8903 1.2465  0.25
9 H 0.8337 0.1452 2.3441  0.41
10 H -1.6196 2.0408 -0.0682  0.27
11 H -0.2127 2.2178 -1.1660  0.35
12 H -2.3767 -0.3833 -1.1621  0.36
13 H -2.1796 -0.6945 0.4755  0.36
14 H -1.3800 -1.6598 -0.6378  0.46
15 H 2.7595 -1.8706 -0.6835  0.36
16 H 1.1358 -2.5920 -0.5792  0.34
17 H 1.8621 -1.6854 0.6626  0.23

=====

Entry 5:
# C6H10S2

A structure of composition C6H10S2 (wB97M-V/def2-TZVPD, the Open Molecules 2025 dataset).

Computed properties:
**Relative energy (zero: lowest compared OMol25 entry of this formula, charge and spin)**: 8.3016 eV
**Net charge**: 0
**Orbital gap**: 0.301 Eh
**Molar mass**: 146.3 g/mol
**E_tot**: -1030.67291 hartree

Each line ends with the Mulliken charge.
Element x y z (Å)
1 C -0.2364 -2.1868 0.4413  -0.95
2 C -0.2771 -1.1839 -0.6211  0.35
3 C 0.8900 0.0285 -0.6695  -0.78
4 C -0.1830 0.9673 0.2743  0.19
5 C -0.5265 2.5779 0.0816  -0.66
6 C -1.1722 -0.1098 0.0027  -0.40
7 H 0.9691 -2.4970 0.6292  0.18
8 H -0.9479 -3.2078 -0.2736  0.25
9 H -0.6128 -1.9877 1.5894  0.27
10 H -0.3998 -1.5228 -1.5938  0.55
11 H 0.8856 0.5392 -1.5978  0.37
12 H 2.9046 -0.8536 0.9387  0.14
13 H 0.2590 0.8256 1.3087  0.24
14 H -0.7283 3.0124 1.4049  0.24
15 H -1.5697 2.7703 -0.8221  0.25
16 H 0.7963 2.8376 -0.5193  0.19
17 S 2.6818 0.0737 -0.2562  -0.17
18 S -2.7326 -0.0832 -0.3174  -0.28

=====

Entry 6:
# C6H10Si

A structure of composition C6H10Si (wB97M-V/def2-TZVPD, the Open Molecules 2025 dataset).

Computed properties:
**Relative energy (zero: lowest compared OMol25 entry of this formula, charge and spin)**: 2.0817 eV
**Net charge**: 0
**Orbital gap**: 0.347 Eh
**Molar mass**: 110.2 g/mol
**E_tot**: -523.95544 hartree

Each line ends with the Mulliken charge.
Element x y z (Å)
1 C 1.2988 -2.8840 -1.1389  0.07
2 C 0.9359 -1.9233 -0.5438  -0.91
3 C -1.2106 0.9337 -1.9369  -0.76
4 C -1.3607 0.4634 -0.6810  0.00
5 C 1.3777 1.3897 0.2403  -0.88
6 C -0.6083 -0.4080 2.2280  -1.15
7 Si -0.0514 0.1120 0.5282  0.64
8 H 1.9065 -3.6496 -1.4916  0.40
9 H -2.0166 0.9331 -2.6839  0.24
10 H -0.3234 1.4394 -2.3803  0.16
11 H -2.3219 0.0796 -0.4599  0.32
12 H 2.3851 1.1692 0.3982  0.38
13 H 1.1724 1.5188 -0.7711  0.15
14 H 1.1608 2.3446 0.8745  0.27
15 H -1.6109 -0.7549 2.2493  0.37
16 H -0.1410 -1.2316 2.7836  0.34
17 H -0.5926 0.4678 2.7854  0.37

=====

Entry 7:
# C6H11AuClF5Pm

A structure of composition C6H11AuClF5Pm (wB97M-V/def2-TZVPD, the Open Molecules 2025 dataset).

Computed properties:
**Spin multiplicity**: 7
**Relative energy (zero: lowest compared OMol25 entry of this formula, charge and spin)**: 0.0000 eV
**Net charge**: -1
**Orbital gap (spin up / spin down)**: 0.257 / 0.263 Eh
**<S²>**: 12.016
**Molar mass**: 555.6 g/mol
**E_tot**: -1938.71514 hartree

Each line ends with the Mulliken charge.
Element x y z (Å)
1 Pm -0.3517 -0.2515 0.7650  1.01
2 Cl -1.1496 -2.0852 2.2889  -0.57
3 C 1.0134 1.1090 2.1534  -1.18
4 H 0.7227 2.1675 2.2318  0.25
5 H 2.0701 1.0395 1.8470  0.31
6 H 0.8690 0.6118 3.1318  0.30
7 Au 1.9727 -0.6450 -1.3265  0.43
8 C -0.0203 -1.4585 -1.8789  -1.29
9 C 3.3769 -2.1095 -0.8780  -1.28
10 C 0.8150 1.0425 -1.3459  -1.03
11 H 4.3502 -1.6198 -0.7472  0.28
12 H 3.0020 -2.5560 0.0524  0.26
13 H 3.3852 -2.8342 -1.6994  0.27
14 H -0.6249 -0.7477 -2.4538  0.32
15 H 0.3577 -2.2593 -2.5258  0.39
16 H -0.6079 -1.9393 -1.0731  0.32
17 H 1.2432 1.9955 -0.9764  0.43
18 H 0.0903 1.1685 -2.1719  0.36
19 F -2.0368 2.7208 1.5834  -0.31
20 C -2.2633 1.3919 1.3256  -0.11
21 F -2.8164 0.8325 2.4680  -0.32
22 C -3.1392 1.1755 0.1192  0.93
23 F -4.4479 1.2071 0.4253  -0.27
24 F -2.8864 2.1181 -0.8224  -0.25
25 F -2.9240 -0.0743 -0.4924  -0.27

=====

Entry 8:
# C6H11BN2O2

An isolated molecule of C6H11BN2O2 (wB97M-V/def2-TZVPD, the Open Molecules 2025 dataset).

Computed properties:
**Net charge**: 0
**Orbital gap (spin up / spin down)**: 0.279 / 0.279 Eh
**Molar mass**: 154.0 g/mol
**E_tot**: -519.98221 hartree

Each line ends with the Mulliken charge.
Element x y z (Å)
1 B -1.0314 -1.9288 -1.8723  0.45
2 C -0.8818 -0.5658 -1.2791  -0.15
3 C -0.9487 0.7414 -1.0130  0.92
4 C 0.8212 -0.4757 0.7266  0.45
5 C -1.8566 1.6134 -1.8571  -1.29
6 C 1.6229 -1.2706 1.6645  -1.19
7 C 1.0335 1.7297 1.7603  -0.90
8 N -0.3026 1.4286 -0.0681  -1.15
9 N 0.5240 0.7683 0.7779  0.62
10 O -2.1294 -2.1219 -2.6836  -0.56
11 O -0.1155 -2.9145 -1.6169  -0.50
12 H -2.7293 1.8876 -1.2689  0.26
13 H -1.3223 2.5188 -2.1302  0.34
14 H -2.1759 1.0786 -2.7462  0.36
15 H 1.6740 -0.8417 2.6712  0.36
16 H 1.1974 -2.2706 1.7323  0.27
17 H 2.6363 -1.3750 1.2728  0.27
18 H 1.8534 1.2935 2.3245  0.39
19 H 1.3750 2.6152 1.2283  0.29
20 H 0.2254 2.0176 2.4323  0.27
21 H -2.2067 -2.9970 -3.0640  0.26
22 H -0.2837 -3.7464 -2.0584  0.25

=====

Entry 9:
# C6H11BOS

An isolated molecule of C6H11BOS (wB97M-V/def2-TZVPD, the Open Molecules 2025 dataset).

Computed properties:
**Relative energy (zero: lowest compared OMol25 entry of this formula, charge and spin)**: 0.0000 eV
**Net charge**: 0
**Orbital gap**: 0.347 Eh
**Molar mass**: 142.0 g/mol
**E_tot**: -733.45921 hartree
**SMILES**: C=C=C(C)OB(C)SC

Each line ends with the Mulliken charge.
Element x y z (Å)
1 C 2.4047 2.0268 -0.7931  -0.81
2 C 1.8901 0.9282 -0.3783  0.40
3 C 1.7110 -0.2859 0.0319  0.53
4 C 2.5434 -0.9775 0.9970  -1.28
5 O 0.5360 -0.9664 -0.3401  -0.57
6 B -0.7396 -0.5948 -0.2055  0.60
7 C -1.8201 -1.5514 -0.7401  -1.07
8 S -1.2125 0.9260 0.6567  -0.17
9 C -2.9520 1.1816 0.4417  -0.83
10 H 3.1345 2.1512 -1.7085  0.22
11 H 2.2487 2.8717 -0.1540  0.24
12 H 2.7934 -1.9701 0.6147  0.31
13 H 2.1559 -1.1609 2.0144  0.28
14 H 3.5614 -0.4574 1.2722  0.30
15 H -2.3320 -1.2603 -1.6921  0.38
16 H -2.5759 -1.7411 -0.0740  0.46
17 H -1.3680 -2.6520 -0.9377  0.14
18 H -3.2274 2.0036 -0.1204  0.34
19 H -3.5644 1.1715 1.2628  0.36
20 H -3.1872 0.3574 -0.1477  0.16

=====

Entry 10:
# C6H11BrN

The ion C6H11BrN with charge +1 (wB97M-V/def2-TZVPD, the Open Molecules 2025 dataset).

Computed properties:
**Relative energy (zero: lowest compared OMol25 entry of this formula, charge and spin)**: 6.1189 eV
**Net charge**: +1
**Orbital gap (spin up / spin down)**: 0.195 / 0.298 Eh
**Molar mass**: 177.1 g/mol
**E_tot**: -2863.50897 hartree

Each line ends with the Mulliken charge.
Element x y z (Å)
1 C -0.7164 -1.4863 1.0218  0.01
2 C 0.2292 -0.9538 1.9844  -0.46
3 C 1.3045 -0.0033 1.4334  -0.84
4 C 0.7347 1.0798 0.4852  -0.45
5 C -0.9498 -0.2320 -2.4148  -1.04
6 C -0.4292 0.9735 -1.6141  -0.22
7 N 0.6169 0.6238 -0.8083  -0.11
8 Br -1.9668 -2.7076 1.4495  0.17
9 H -0.3539 -0.4423 2.7682  0.39
10 H 0.7395 -1.7704 2.5129  0.43
11 H 1.7860 0.4912 2.2746  0.38
12 H 2.0595 -0.5699 0.8890  0.34
13 H -0.1639 1.5704 0.8898  0.40
14 H 1.5387 1.8383 0.4287  0.42
15 H -0.1287 -0.7695 -2.8820  0.32
16 H -1.4505 -0.9020 -1.7206  0.23
17 H -1.6442 0.1054 -3.1781  0.38
18 H -1.2360 1.5423 -1.1235  0.34
19 H 0.0305 1.6123 -2.3960  0.31

=====

Entry 11:
# C6H11ClN2

A cluster of 2 separate species, C6H11ClN2 in total (wB97M-V/def2-TZVPD, the Open Molecules 2025 dataset).

Computed properties:
**Relative energy (zero: lowest compared OMol25 entry of this formula, charge and spin)**: 2.4922 eV
**Net charge**: 0
**Orbital gap**: 0.303 Eh
**Molar mass**: 146.6 g/mol
**E_tot**: -804.81004 hartree

Each line ends with the Mulliken charge.
Element x y z (Å)
1 C 0.9950 -0.9617 -0.5024  0.84
2 C 0.9476 0.5107 -0.7013  -0.61
3 C -0.9863 -0.4275 0.1086  0.04
4 C 2.2209 -1.7970 -0.7042  -1.38
5 C -1.2015 -0.1839 2.2055  -0.97
6 C -1.2805 1.9600 -0.5881  -1.08
7 N -0.1038 -1.4643 -0.0510  -0.51
8 N -0.4528 0.7295 -0.4219  0.15
9 Cl -2.7027 -0.7570 -0.3878  -0.22
10 H 1.7337 0.8682 -0.0745  0.28
11 H 1.1693 0.9597 -1.6743  0.35
12 H 2.6460 -1.7266 -1.6522  0.39
13 H 2.0473 -2.7952 -0.4917  0.37
14 H 3.1667 -1.4012 -0.1427  0.27
15 H -1.1565 -1.2060 2.4471  0.37
16 H -2.1946 0.2192 2.2326  0.34
17 H -0.3546 0.4220 2.4816  0.28
18 H -1.5976 2.1112 -1.5832  0.38
19 H -2.2492 2.1156 -0.1620  0.35
20 H -0.6466 2.8243 -0.3382  0.36

=====

Entry 12:
# C6H11ClN2O5S

A cluster of 2 separate species, C6H11ClN2O5S in total (wB97M-V/def2-TZVPD, the Open Molecules 2025 dataset).

Computed properties:
**Relative energy (zero: lowest compared OMol25 entry of this formula, charge and spin)**: 0.0000 eV
**Net charge**: 0
**Orbital gap**: 0.353 Eh
**Molar mass**: 258.7 g/mol
**E_tot**: -1579.18005 hartree

Each line ends with the Mulliken charge.
Element x y z (Å)
1 C 2.1039 -2.7921 1.3288  0.08
2 C 1.8507 -0.4018 -0.9173  0.79
3 C 1.8707 1.9178 -2.9338  -1.08
4 C -3.1964 1.4723 1.3081  -0.19
5 C -2.6144 -0.0771 3.1411  -0.88
6 C 1.0972 0.5685 -2.9704  -0.06
7 N 2.2263 -1.5977 0.9263  -0.41
8 N -2.5187 0.5708 1.8534  -0.12
9 O 1.4066 0.4898 -0.2193  -0.55
10 O -0.8262 -1.5119 1.0676  -0.57
11 O -1.3323 0.2154 -0.5424  -0.63
12 O 1.8753 -0.4419 -2.2946  -0.38
13 O 2.2958 -1.5701 -0.4950  -0.10
14 S -0.7946 -0.0857 0.7899  0.94
15 Cl 1.5973 -4.1764 0.3783  -0.11
16 H 1.2048 2.6549 -3.2982  0.39
17 H 2.0675 2.2001 -1.9454  0.32
18 H 2.8757 1.6693 -3.3832  0.28
19 H -2.8267 1.7917 0.2989  0.22
20 H 2.1122 -2.9169 2.4540  0.35
21 H -4.1594 1.9017 1.7933  0.24
22 H -3.1129 0.5975 3.8211  0.38
23 H -2.7266 -1.1250 2.8158  0.36
24 H -1.5289 -0.1496 3.5167  0.25
25 H 0.9892 0.1629 -3.9319  0.35
26 H 0.0638 0.6335 -2.5622  0.14

=====

Entry 13:
# C6H11ClS

A cluster of 2 separate species, C6H11ClS in total (wB97M-V/def2-TZVPD, the Open Molecules 2025 dataset).

Computed properties:
**Relative energy (zero: lowest compared OMol25 entry of this formula, charge and spin)**: 3.0593 eV
**Net charge**: 0
**Orbital gap**: 0.295 Eh
**Molar mass**: 150.7 g/mol
**E_tot**: -1093.46328 hartree

Each line ends with the Mulliken charge.
Element x y z (Å)
1 C 0.6542 1.4689 1.0693  0.11
2 C -1.9380 -0.2620 0.6688  -1.03
3 C 0.8806 -1.2629 0.4056  -1.14
4 C 1.3391 0.2357 -1.5060  -1.61
5 C -1.1486 -0.0206 -0.6091  -0.31
6 C 0.4112 -0.2359 -0.4978  0.84
7 S 0.7584 1.1163 2.6339  -0.24
8 Cl 0.5786 3.0121 0.2719  -0.14
9 H -2.9115 -0.7921 0.4077  0.30
10 H -1.3602 -0.8897 1.3807  0.29
11 H -2.0840 0.7017 1.1680  0.29
12 H 1.9419 -1.6886 0.1404  0.30
13 H 0.1306 -2.0182 0.5286  0.33
14 H 0.9815 -0.8355 1.5132  0.14
15 H 1.0548 -0.1436 -2.4823  0.38
16 H 2.3307 0.0721 -1.2852  0.46
17 H 1.2217 1.2423 -1.5531  0.39
18 H -1.5627 -0.7582 -1.3569  0.41
19 H -1.2783 1.0580 -0.8980  0.24